# 1
This record from OMol25 describes 2 unconnected molecules or ions with the total composition C4H11N3O. The level of theory is ωB97M-V with the def2-TZVPD basis set.

```
19
Properties=species:S:1:pos:R:3:lowdin_charge:R:1
C 2.41 -0.30 0.11 -0.159
C -1.05 -1.43 -0.63 -0.119
C -1.29 0.02 -0.54 -0.019
C -1.47 2.25 0.43 0.031
N 1.41 -0.67 0.59 0.302
N 3.51 0.13 -0.31 0.248
N -1.44 0.81 0.44 0.016
O -0.68 -2.02 0.66 -0.028
H -1.99 -1.78 -1.20 0.198
H -0.29 -1.76 -1.28 0.120
H -1.06 0.60 -1.56 0.220
H -1.16 2.44 1.50 0.145
H -0.82 2.50 -0.44 0.130
H -2.45 2.55 0.31 0.094
H 0.52 -1.27 0.95 0.114
H 3.76 1.11 -0.24 0.173
H 4.12 -0.50 -0.81 0.167
H -0.51 -2.96 0.63 0.141
H -1.55 0.29 1.38 0.224
```

The total energy is -10824.7413 eV. As for the multiplicity: 1. For the highest occupied orbital energy, the calculation gives -19.570 eV. The net charge is +2. As for the LUMO energy: -0.302 hartree. For the orbital gap, the calculation gives 11.3578 eV.



# 2
This record from OMol25 describes 2 unconnected molecules or ions with the total composition C3H9NO3. The level of theory is ωB97M-V with the def2-TZVPD basis set.

```
16
Properties=species:S:1:pos:R:3:lowdin_charge:R:1
C 1.54 -0.08 0.29 -0.560
C -1.57 0.20 0.52 0.113
C -0.68 -0.99 0.61 -0.268
N 0.37 -0.61 -0.33 -0.089
O 1.37 1.19 0.90 -0.017
O 2.56 0.02 -0.67 0.000
O -1.37 0.82 -1.32 -0.110
H 2.25 -0.39 -1.48 0.089
H 1.27 1.84 0.18 0.095
H -1.96 0.34 -1.91 0.068
H -0.36 0.20 -1.22 0.098
H 1.87 -0.72 1.12 0.144
H -1.16 1.10 0.97 0.099
H -2.65 0.10 0.42 0.095
H -1.18 -1.90 0.29 0.110
H -0.31 -1.11 1.64 0.132
```

The total energy is -10886.0977 eV. As for the multiplicity: 1. For the highest occupied orbital energy, the calculation gives -8.208 eV. As for the LUMO energy: -0.006 hartree. For the orbital gap, the calculation gives 8.0505 eV.



# 3
This record from OMol25 describes C3H5Cl2N in the gas phase. The level of theory is ωB97M-V with the def2-TZVPD basis set.

```
11
Properties=species:S:1:pos:R:3:lowdin_charge:R:1
C 1.34 -0.71 -0.04 -0.130
N 0.73 0.57 -0.40 -0.561
Cl 1.67 1.93 0.18 0.629
C -0.62 0.70 -0.23 -0.340
C -1.57 -0.12 0.15 -0.614
Cl -3.20 0.34 0.07 0.627
H 2.26 -0.91 -0.43 0.035
H 1.29 -0.83 1.06 0.092
H 0.66 -1.43 -0.68 0.137
H -1.00 1.63 -0.16 0.052
H -1.57 -1.18 0.48 0.071
```

The total energy is -29724.3507 eV. As for the structure (SMILES): CN(Cl)/C=C/Cl. As for the multiplicity: 1. For the highest occupied orbital energy, the calculation gives -8.500 eV. As for the LUMO energy: 0.020 hartree. For the orbital gap, the calculation gives 9.0515 eV.



# 4
This record from OMol25 describes a molecular structure, C10H12CrF6N6O6S2. The level of theory is ωB97M-V with the def2-TZVPD basis set.

```
43
Properties=species:S:1:pos:R:3:lowdin_charge:R:1
Cr 0.86 -0.13 -0.06 0.797
N -0.84 2.96 0.95 0.072
N -1.59 2.33 1.95 0.011
C -1.25 1.08 2.35 -0.388
N -2.10 0.43 3.15 0.235
N -0.05 0.65 1.98 0.102
N 0.46 -0.50 2.40 -0.397
O 1.36 -0.93 1.63 -0.061
O 0.13 -1.08 3.41 0.117
H -0.80 3.95 1.16 0.097
H -1.28 2.83 0.05 0.079
H -2.58 2.53 2.01 0.145
H -3.08 0.67 3.09 0.119
H -1.83 -0.49 3.46 0.107
F -1.00 -2.14 -2.78 0.144
C -2.16 -1.68 -2.30 -0.668
F -2.78 -2.67 -1.70 0.169
F -2.89 -1.20 -3.29 0.165
S -1.68 -0.32 -1.09 0.623
O -1.49 -0.99 0.18 -0.293
O -0.44 0.19 -1.66 -0.349
N -2.75 0.81 -1.11 -0.282
S -4.23 0.49 -0.56 0.613
O -4.44 0.91 0.80 -0.290
O -4.69 -0.79 -0.97 -0.250
C -5.10 1.80 -1.54 -0.690
F -4.58 2.99 -1.19 0.127
F -6.40 1.80 -1.28 0.162
F -4.91 1.61 -2.84 0.156
C 2.52 0.11 -1.27 -0.209
C 3.67 -0.63 -0.69 -0.337
C 3.70 -2.03 -0.71 -0.069
C 4.80 -2.73 -0.23 -0.096
C 5.90 -2.05 0.28 -0.112
C 5.87 -0.66 0.33 -0.099
C 4.77 0.04 -0.14 -0.061
H 2.77 1.16 -1.44 0.051
H 2.21 -0.34 -2.22 0.055
H 2.86 -2.57 -1.13 0.109
H 4.81 -3.81 -0.26 0.099
H 6.76 -2.59 0.63 0.094
H 6.72 -0.12 0.73 0.098
H 4.76 1.12 -0.11 0.106
```

The total energy is -98182.4771 eV. The expectation value of S² is 6.047. As for the multiplicity: 5. For the highest occupied orbital energy (alpha / beta), the calculation gives -7.465 / -7.485 eV. As for the LUMO energy (alpha / beta): -0.041 / -0.042 hartree. For the orbital gap (alpha / beta), the calculation gives 6.3579 / 6.3410 eV.



# 5
This record from OMol25 describes a molecular structure, C28H38Br6CsF2ILiN3O13P. The level of theory is ωB97M-V with the def2-TZVPD basis set.

```
94
Properties=species:S:1:pos:R:3:lowdin_charge:R:1
C -0.36 0.23 4.05 0.190
C -0.20 -0.56 3.15 -0.102
C -0.21 -1.76 2.32 -0.109
N -0.96 -1.60 1.07 0.087
C -2.31 -1.19 0.90 -0.170
C -3.18 -0.88 2.09 -0.577
I -5.15 -1.81 1.96 0.992
C -3.35 0.64 2.45 -0.237
C -2.57 1.64 1.56 -0.088
C -2.56 -1.18 -0.43 -0.124
C -3.86 -0.78 -1.09 -0.105
C -3.92 0.74 -1.42 -0.377
F -4.56 0.99 -2.67 -0.123
N -1.37 -1.64 -1.09 0.044
P -1.17 -1.88 -2.78 0.492
O -2.35 -2.50 -3.38 -0.211
O 0.07 -2.83 -3.10 -0.131
O -0.78 -0.46 -3.45 -0.108
C -0.45 -1.87 -0.11 -0.196
C 0.94 -2.39 -0.40 -0.067
C 1.84 -1.51 -1.30 -0.138
C 2.66 -0.40 -0.67 -0.219
C 4.00 -0.42 -1.02 -0.107
C 4.92 0.53 -0.59 -0.162
C 4.49 1.57 0.22 -0.029
C 3.14 1.59 0.59 -0.014
C 2.22 0.63 0.16 -0.003
H -0.48 0.83 4.94 0.062
H -0.63 -2.63 2.84 0.155
H 0.83 -1.99 2.13 0.112
H -2.71 -1.35 2.96 0.068
H -3.02 0.78 3.48 0.108
H -4.41 0.87 2.40 0.073
H -1.55 1.32 1.31 0.056
H -2.47 2.56 2.14 0.098
H -3.19 1.90 0.70 0.014
H -4.03 -1.30 -2.04 0.092
H -4.74 -0.98 -0.47 0.012
H -4.56 1.24 -0.65 0.098
H -2.90 1.20 -1.36 -0.198
H -0.27 -3.71 -3.31 0.080
H -0.34 0.03 -2.73 0.053
H 0.77 -3.33 -0.95 0.101
H 1.49 -2.66 0.49 0.120
H 2.56 -2.20 -1.75 0.052
H 1.26 -1.12 -2.15 0.079
H 4.37 -1.22 -1.67 0.082
H 5.98 0.46 -0.91 0.074
H 5.22 2.32 0.51 0.111
H 2.82 2.41 1.22 0.091
H 1.17 0.67 0.45 0.107
O -7.55 -3.60 -0.91 0.126
C -6.78 -3.81 -1.80 -0.482
O -5.45 -3.57 -1.70 0.003
C -4.81 -3.82 -2.97 -0.182
C -5.75 -4.75 -3.72 -0.151
C -7.12 -4.31 -3.19 -0.072
H -4.68 -2.87 -3.48 0.106
H -3.84 -4.26 -2.80 0.108
H -5.65 -4.69 -4.80 0.115
H -5.56 -5.79 -3.42 0.117
H -7.54 -3.49 -3.77 0.132
H -7.82 -5.14 -3.14 0.124
O -4.94 3.39 -0.21 -0.540
H -5.50 3.07 -0.93 -0.171
Cs -2.15 2.62 -2.42 1.270
N 0.08 3.80 5.34 -0.631
O -0.80 3.03 5.74 -0.048
O 0.87 3.40 4.43 -0.112
O 0.20 4.94 5.80 -0.062
Li 5.74 0.63 -2.68 0.762
O -2.78 -1.22 6.34 -0.642
H -2.13 -1.20 5.63 -0.270
C 3.67 -5.15 -3.06 -1.604
Br 1.91 -5.91 -2.90 0.606
Br 3.73 -3.75 -4.39 0.585
Br 4.33 -4.53 -1.35 0.622
H 4.34 -5.93 -3.39 -0.028
F 6.53 2.50 -1.72 -0.764
C 3.07 4.40 2.75 -0.136
C 3.08 5.84 3.20 -0.097
O 4.36 6.29 2.73 0.065
C 4.73 5.50 1.70 -0.575
O 5.66 5.71 0.99 0.044
O 3.92 4.43 1.59 0.026
H 2.08 4.04 2.50 0.104
H 3.51 3.73 3.49 0.139
H 2.30 6.43 2.72 0.136
H 3.00 5.94 4.27 0.138
C 9.63 4.17 -0.93 -1.657
Br 9.14 3.09 -2.41 0.586
Br 10.51 5.81 -1.45 0.541
Br 8.02 4.41 0.05 0.694
H 10.33 3.62 -0.31 -0.033
```

The total energy is -504563.1619 eV. As for the multiplicity: 1. For the highest occupied orbital energy, the calculation gives -2.577 eV. The net charge is -1. As for the LUMO energy: -0.019 hartree. For the orbital gap, the calculation gives 2.0470 eV.



# 6
This record from OMol25 describes 2 unconnected molecules or ions with the total composition C4H8N2O. The level of theory is ωB97M-V with the def2-TZVPD basis set.

```
15
Properties=species:S:1:pos:R:3:lowdin_charge:R:1
N 0.52 2.16 0.85 0.136
C 0.44 1.45 -0.15 -0.216
C 0.37 0.74 -1.25 -0.099
C -0.89 0.08 -1.77 -0.293
O -0.76 -1.32 -1.81 -0.091
H 0.67 1.62 1.72 0.045
H 1.30 0.48 -1.74 0.115
H -1.10 0.40 -2.80 0.114
H -1.76 0.41 -1.16 0.112
H -0.46 -1.57 -0.92 0.034
C 0.46 -0.99 2.07 -0.114
N -0.28 -1.16 1.06 0.037
H 0.12 -0.57 3.03 0.077
H 1.50 -1.30 2.01 0.072
H -1.22 -0.80 1.23 0.072
```

The total energy is -9302.9614 eV. As for the structure (SMILES): N=C=CCO.C=N. As for the multiplicity: 1. For the highest occupied orbital energy, the calculation gives -8.882 eV. As for the LUMO energy: 0.023 hartree. For the orbital gap, the calculation gives 9.5154 eV.



# 7
This record from OMol25 describes 12 unconnected molecules or ions with the total composition C34H70F5N26O14S. The level of theory is ωB97M-V with the def2-TZVPD basis set.

```
150
Properties=species:S:1:pos:R:3:lowdin_charge:R:1
C -2.85 -0.80 -0.85 0.125
C -1.98 0.20 -0.98 -0.035
C -0.86 1.34 -0.95 0.007
C 0.16 1.44 -2.14 -0.072
C 0.12 0.38 -3.36 -0.118
C 0.36 -1.16 -2.89 -0.197
C 1.38 -1.34 -1.65 -0.185
C 2.92 -1.20 -2.15 -0.257
N 3.60 0.04 -1.59 -0.049
N 1.13 2.48 -2.13 0.181
N 1.16 3.30 -1.09 0.009
C 2.25 4.37 -1.21 -0.273
F 1.68 5.71 -1.22 0.022
F 3.30 4.20 -0.23 0.048
C 3.00 4.25 -2.66 -0.076
C 2.41 5.17 -3.83 0.018
C 3.06 5.21 -5.29 -0.024
C 4.32 4.32 -5.57 0.021
C 4.89 3.38 -4.41 -0.025
C 6.17 2.48 -4.83 -0.320
F 5.67 1.20 -5.32 0.030
F 7.13 2.32 -3.78 0.056
F 6.82 3.09 -5.98 0.019
C 4.25 3.34 -2.94 0.069
C 0.39 3.41 0.13 0.007
C 0.58 4.44 1.34 -0.098
C -0.51 5.65 1.25 -0.156
N -1.18 5.74 0.09 0.073
C -0.81 2.34 0.28 0.031
C -1.80 2.35 1.54 -0.142
C -2.04 0.91 2.23 -0.193
C -2.77 1.23 3.67 -0.193
S -4.06 -0.02 4.13 0.764
O -5.43 0.32 3.54 -0.352
O -4.21 -0.02 5.66 -0.357
O -3.61 -1.58 3.68 -0.186
H -3.87 -1.34 -0.86 0.089
H -0.86 0.41 -3.95 0.112
H 0.98 0.62 -4.11 0.131
H -0.66 -1.62 -2.56 0.092
H 0.81 -1.77 -3.78 0.132
H 1.14 -0.69 -0.73 0.097
H 1.27 -2.45 -1.30 0.123
H 3.01 -1.28 -3.30 0.122
H 3.51 -2.10 -1.69 0.078
H 3.57 -0.07 -0.56 0.059
H 4.62 -0.04 -1.81 0.061
H 1.49 5.86 -3.69 0.101
H 2.67 5.89 -6.13 0.096
H 4.79 4.38 -6.62 0.113
H 4.69 2.67 -2.13 0.101
H 0.44 3.85 2.33 0.135
H 1.61 4.94 1.40 0.121
H -0.68 6.37 2.13 0.135
H -1.87 6.52 0.15 0.054
H -1.53 3.09 2.37 0.111
H -2.84 2.70 1.14 0.153
H -1.07 0.30 2.38 0.103
H -2.79 0.29 1.59 0.083
H -3.32 2.24 3.49 0.128
H -1.94 1.38 4.45 0.117
H -3.66 -1.57 2.69 0.094
C -1.29 1.78 -6.71 -0.695
O -0.15 1.47 -6.41 0.008
N -2.19 2.23 -5.81 0.156
N -1.75 1.70 -7.98 0.155
H -3.13 2.49 -6.04 0.056
H -1.88 2.31 -4.85 0.086
H -1.11 1.37 -8.69 0.110
H -2.69 1.96 -8.26 0.097
C -4.54 -5.18 5.52 -0.711
O -3.79 -5.82 4.80 0.002
N -5.15 -5.71 6.60 0.150
N -4.83 -3.87 5.30 0.161
H -5.77 -5.20 7.21 0.063
H -4.97 -6.68 6.80 0.110
H -4.40 -3.44 4.50 0.066
H -5.45 -3.33 5.88 0.100
C -5.99 2.00 -4.83 -0.667
O -4.77 2.04 -4.95 -0.031
N -6.83 1.86 -5.88 0.172
N -6.60 2.09 -3.63 0.178
H -7.83 1.83 -5.80 0.106
H -6.41 1.79 -6.79 0.113
H -6.01 2.19 -2.82 0.113
H -7.60 2.06 -3.50 0.108
C -4.78 5.50 -3.57 -0.705
O -5.97 5.53 -3.86 0.020
N -4.22 6.37 -2.70 0.145
N -3.92 4.60 -4.10 0.160
H -3.25 6.37 -2.45 0.081
H -4.83 7.06 -2.28 0.107
H -4.30 3.93 -4.76 0.059
H -2.94 4.56 -3.88 0.090
C 1.80 -0.37 3.77 -0.690
O 0.61 -0.34 3.46 0.001
N 2.33 0.50 4.66 0.152
N 2.67 -1.26 3.25 0.154
H 3.30 0.50 4.93 0.098
H 1.71 1.18 5.07 0.068
H 2.31 -1.92 2.59 0.107
H 3.64 -1.30 3.50 0.096
C 5.43 -4.37 -2.26 -0.679
O 4.36 -3.87 -1.91 -0.017
N 5.54 -5.66 -2.64 0.175
N 6.58 -3.66 -2.32 0.161
H 6.40 -6.09 -2.93 0.065
H 4.70 -6.22 -2.61 0.111
H 6.54 -2.69 -2.05 0.097
H 7.46 -4.05 -2.61 0.074
C 7.90 -7.83 -5.24 -0.686
O 7.14 -7.01 -4.75 0.011
N 9.07 -7.48 -5.82 0.156
N 7.64 -9.16 -5.25 0.153
H 9.71 -8.14 -6.23 0.097
H 9.30 -6.50 -5.84 0.111
H 6.78 -9.46 -4.82 0.110
H 8.26 -9.85 -5.64 0.097
C 10.23 -4.54 -1.26 -0.697
O 9.49 -5.23 -1.94 0.016
N 11.53 -4.85 -1.05 0.153
N 9.82 -3.40 -0.65 0.154
H 12.16 -4.29 -0.49 0.098
H 11.88 -5.69 -1.48 0.111
H 8.85 -3.14 -0.79 0.088
H 10.41 -2.82 -0.09 0.098
C -0.36 1.05 7.35 -0.663
O 0.15 0.94 6.24 -0.001
N 0.36 1.31 8.46 0.155
N -1.69 0.92 7.55 0.182
H -0.04 1.41 9.38 0.099
H 1.35 1.42 8.35 0.106
H -2.27 0.73 6.74 0.062
H -2.13 1.01 8.45 0.108
C -4.91 3.27 7.01 -0.698
O -3.74 3.13 6.67 0.002
N -5.90 2.48 6.56 0.168
N -5.30 4.24 7.88 0.148
H -6.87 2.58 6.83 0.102
H -5.65 1.75 5.91 0.066
H -4.58 4.85 8.24 0.106
H -6.25 4.37 8.17 0.096
C -8.69 -5.87 6.71 -0.686
O -7.81 -5.16 7.17 0.001
N -9.80 -6.21 7.42 0.153
N -8.65 -6.39 5.46 0.162
H -10.53 -6.79 7.07 0.098
H -9.87 -5.84 8.36 0.110
H -7.84 -6.16 4.90 0.109
H -9.37 -6.97 5.07 0.099
```

The total energy is -128213.2056 eV. As for the multiplicity: 1. For the highest occupied orbital energy, the calculation gives -10.143 eV. The net charge is +1. As for the LUMO energy: -0.157 hartree. For the orbital gap, the calculation gives 5.8572 eV.



# 8
This record from OMol25 describes a gas-phase ion, C9H10N3 (charge +1). The level of theory is ωB97M-V with the def2-TZVPD basis set.

```
22
Properties=species:S:1:pos:R:3:lowdin_charge:R:1
C 0.96 -0.57 2.25 0.026
N 0.25 -1.39 1.27 -0.033
C 0.02 -2.68 1.42 0.039
C -0.57 -3.11 0.17 -0.039
N -0.57 -2.13 -0.70 0.176
N -0.12 -1.03 -0.04 0.005
C -0.17 0.25 -0.62 -0.198
C -0.06 0.44 -1.99 -0.008
C -0.05 1.72 -2.58 -0.025
C -0.24 2.85 -1.75 -0.054
C -0.45 2.71 -0.38 -0.040
C -0.42 1.40 0.17 -0.015
H 1.62 -1.17 2.87 0.110
H 1.62 0.17 1.76 0.118
H 0.21 -0.09 2.91 0.118
H 0.26 -3.34 2.24 0.153
H -0.90 -4.10 -0.03 0.118
H 0.03 -0.46 -2.60 0.117
H 0.05 1.82 -3.64 0.105
H -0.23 3.86 -2.19 0.119
H -0.60 3.57 0.27 0.114
H -0.62 1.27 1.22 0.095
```

The total energy is -13957.1997 eV. As for the structure (SMILES): C[n+]1ccnn1-c1ccccc1. As for the multiplicity: 1. For the highest occupied orbital energy, the calculation gives -12.947 eV. The net charge is +1. As for the LUMO energy: -0.165 hartree. For the orbital gap, the calculation gives 8.4522 eV.



# 9
This record from OMol25 describes a gas-phase ion, C4H10NS2 (charge +1). The level of theory is ωB97M-V with the def2-TZVPD basis set.

```
17
Properties=species:S:1:pos:R:3:lowdin_charge:R:1
C -0.61 1.50 3.44 -0.418
S 0.71 0.30 3.12 0.539
S 1.20 0.54 1.18 0.655
C 0.09 -0.25 0.19 -0.435
N 0.20 -0.74 -1.03 -0.213
C -1.06 -1.30 -1.54 -0.001
C 1.38 -0.65 -1.86 0.017
H -1.42 0.80 3.61 0.031
H -0.62 2.29 2.70 0.035
H -0.35 2.23 4.26 0.070
H -0.79 -0.69 0.65 0.099
H -1.30 -0.79 -2.52 0.133
H -1.92 -1.27 -0.78 0.134
H -1.11 -2.27 -1.80 0.055
H 2.06 -0.02 -1.25 0.090
H 1.04 -0.17 -2.74 0.097
H 1.79 -1.62 -2.04 0.111
```

The total energy is -27462.6454 eV. As for the structure (SMILES): CSSC=[N+](C)C. As for the multiplicity: 1. For the highest occupied orbital energy, the calculation gives -13.556 eV. The net charge is +1. As for the LUMO energy: -0.166 hartree. For the orbital gap, the calculation gives 9.0517 eV.